{
  "formula": "C16H17ClN4O2S",
  "method": "wB97M-V/def2-TZVPD",
  "symbols": ["C", "O", "C", "C", "C", "C", "N", "C", "S", "N", "N", "C", "O", "C", "N", "C", "C", "C", "C", "Cl", "C", "C", "C", "C", "H", "H", "H", "H", "H", "H", "H", "H", "H", "H", "H", "H", "H", "H", "H", "H", "H"],
  "positions_angstrom": [[4.580, 1.048, 1.081], [4.588, -0.343, 0.856], [3.443, -0.935, 0.433], [3.521, -2.306, 0.173], [2.418, -3.002, -0.270], [1.204, -2.346, -0.463], [0.108, -3.068, -0.973], [-1.202, -2.772, -0.807], [-2.348, -3.201, -1.926], [-1.576, -2.188, 0.359], [-2.767, -1.466, 0.384], [-2.842, -0.359, 1.152], [-1.994, -0.105, 1.987], [-4.008, 0.581, 0.840], [-3.486, 1.932, 0.735], [-2.307, 2.124, 0.023], [-2.014, 1.394, -1.132], [-0.824, 1.587, -1.807], [0.088, 2.519, -1.342], [1.608, 2.717, -2.154], [-0.202, 3.288, -0.227], [-1.390, 3.088, 0.446], [1.128, -0.980, -0.215], [2.232, -0.281, 0.235], [4.320, 1.599, 0.172], [3.886, 1.320, 1.883], [5.595, 1.303, 1.381], [4.466, -2.803, 0.321], [2.492, -4.059, -0.476], [0.309, -3.748, -1.693], [-0.890, -1.802, 1.004], [-3.360, -1.703, -0.410], [-4.502, 0.293, -0.092], [-4.742, 0.551, 1.646], [-3.459, 2.407, 1.627], [-2.715, 0.670, -1.515], [-0.602, 1.005, -2.689], [0.505, 4.024, 0.123], [-1.608, 3.673, 1.328], [0.217, -0.433, -0.403], [2.130, 0.778, 0.407]],
  "lowdin_charge": [-0.08, -0.08, -0.27, 0.00, -0.02, -0.25, 0.05, -0.86, 0.63, 0.04, 0.06, -0.48, 0.07, -0.10, 0.02, -0.28, -0.03, -0.12, -0.69, 0.66, -0.10, -0.02, -0.02, 0.00, 0.09, 0.10, 0.09, 0.12, 0.12, 0.13, 0.14, 0.06, 0.12, 0.13, 0.13, 0.11, 0.11, 0.11, 0.11, 0.10, 0.10],
  "energy_ha": -1847.7884,
  "lumo_ha": 0.0221,
  "smiles": "COc1ccc(NC(=S)NNC(=O)CNc2ccc(Cl)cc2)cc1",
  "gap_ha": 0.322,
  "mol_weight_g_mol": 364.86
}

=====

{
  "formula": "C16H17N",
  "method": "wB97M-V/def2-TZVPD",
  "symbols": ["C", "C", "C", "N", "C", "C", "C", "C", "C", "C", "H", "H", "H", "H", "H", "H", "H", "H", "H", "C", "C", "C", "C", "C", "C", "C", "H", "H", "H", "H", "H", "H", "H", "H"],
  "positions_angstrom": [[-1.713, 4.429, 2.837], [-0.865, 3.213, 3.138], [0.365, 3.180, 3.718], [0.849, 1.885, 3.713], [-0.084, 1.060, 3.135], [-0.033, -0.305, 2.868], [-1.152, -0.844, 2.249], [-2.189, -0.058, 1.739], [-2.232, 1.296, 2.016], [-1.170, 1.871, 2.720], [-1.873, 5.022, 3.734], [-2.684, 4.077, 2.494], [-1.274, 4.979, 2.005], [0.966, 3.994, 4.080], [1.799, 1.592, 3.846], [0.686, -1.038, 3.209], [-1.103, -1.894, 1.991], [-2.986, -0.506, 1.157], [-3.130, 1.883, 1.850], [2.414, -2.593, -1.907], [1.615, -2.409, -3.152], [0.621, -3.310, -3.527], [-0.089, -3.169, -4.710], [0.121, -2.049, -5.497], [1.161, -1.186, -5.174], [1.956, -1.409, -4.064], [1.835, -2.969, -1.056], [2.786, -1.646, -1.510], [3.275, -3.253, -1.999], [0.368, -4.078, -2.809], [-0.802, -3.942, -4.970], [-0.481, -1.835, -6.372], [1.292, -0.286, -5.761], [2.802, -0.769, -3.841]],
  "lowdin_charge": [-0.04, -0.23, -0.06, 0.07, -0.22, -0.02, -0.11, -0.10, -0.03, -0.14, 0.08, 0.06, 0.08, 0.12, 0.15, 0.10, 0.10, 0.10, 0.11, -0.07, -0.28, -0.06, -0.09, -0.10, -0.09, -0.06, 0.08, 0.08, 0.08, 0.11, 0.10, 0.10, 0.10, 0.11],
  "energy_ha": -674.6385,
  "lumo_ha": 0.0308,
  "smiles": "Cc1c[nH]c2ccccc12.Cc1ccccc1",
  "gap_ha": 0.317,
  "mol_weight_g_mol": 223.32
}

=====

{
  "formula": "C16H17N3O2S",
  "method": "wB97M-V/def2-TZVPD",
  "symbols": ["C", "N", "C", "C", "N", "C", "C", "C", "C", "C", "S", "N", "O", "C", "C", "O", "C", "C", "C", "C", "C", "C", "H", "H", "H", "H", "H", "H", "H", "H", "H", "H", "H", "H", "H", "H", "H", "H", "H"],
  "positions_angstrom": [[-0.151, -2.597, 1.432], [-0.536, -2.603, 0.039], [0.568, -2.777, -0.881], [1.764, -1.937, -0.576], [1.869, -0.644, -0.606], [3.147, -0.415, -0.170], [3.689, 0.899, -0.041], [4.955, 1.257, 0.342], [5.134, 2.650, 0.359], [4.010, 3.326, -0.008], [2.705, 2.283, -0.384], [3.785, -1.526, 0.107], [2.889, -2.519, -0.152], [-1.565, -1.655, -0.323], [-1.206, -0.139, -0.340], [-0.604, 0.226, -1.561], [-2.480, 0.646, -0.141], [-2.984, 0.844, 1.139], [-4.173, 1.526, 1.324], [-4.869, 2.017, 0.232], [-4.369, 1.824, -1.044], [-3.182, 1.139, -1.230], [0.506, -3.446, 1.618], [0.366, -1.681, 1.752], [-1.048, -2.712, 2.040], [0.218, -2.549, -1.890], [0.894, -3.824, -0.839], [5.708, 0.534, 0.596], [6.056, 3.132, 0.632], [3.872, 4.387, -0.079], [-1.924, -1.911, -1.324], [-2.388, -1.808, 0.381], [-0.526, 0.073, 0.497], [0.351, 0.088, -1.472], [-2.440, 0.467, 1.994], [-4.556, 1.678, 2.323], [-5.797, 2.551, 0.377], [-4.908, 2.208, -1.899], [-2.778, 0.989, -2.219]],
  "lowdin_charge": [-0.08, -0.21, -0.09, -0.31, 0.18, -0.36, -0.47, -0.11, -0.18, -0.41, 1.07, 0.15, 0.05, -0.13, -0.33, -0.05, -0.19, -0.05, -0.09, -0.10, -0.08, -0.02, 0.09, 0.09, 0.09, 0.14, 0.13, 0.12, 0.10, 0.06, 0.13, 0.12, 0.14, 0.04, 0.11, 0.10, 0.10, 0.10, 0.11],
  "energy_ha": -1332.7935,
  "lumo_ha": 0.0102,
  "smiles": "CN(Cc1nc(-c2cccs2)no1)C[C@@H](O)c1ccccc1",
  "gap_ha": 0.321,
  "mol_weight_g_mol": 315.40
}

=====

{
  "formula": "C16H17N5O",
  "method": "wB97M-V/def2-TZVPD",
  "symbols": ["C", "C", "C", "C", "C", "N", "N", "C", "C", "O", "N", "C", "C", "C", "C", "C", "C", "C", "C", "N", "C", "N", "H", "H", "H", "H", "H", "H", "H", "H", "H", "H", "H", "H", "H", "H", "H", "H", "H"],
  "positions_angstrom": [[5.658, -0.310, -0.745], [4.344, -0.344, -0.368], [3.689, 0.731, 0.317], [2.296, 0.779, 0.660], [1.532, 1.933, 1.382], [1.639, -0.349, 0.352], [0.306, -0.784, 0.914], [0.171, -1.958, 0.268], [-1.196, -2.525, 0.336], [-1.389, -3.639, -0.373], [-2.023, -1.843, 1.074], [-3.444, -1.813, 0.913], [-3.843, -0.991, -0.429], [-3.124, 0.225, -0.433], [-1.939, 0.404, -1.665], [-1.077, 1.400, -1.484], [-1.488, 2.296, -0.712], [-2.584, 2.598, 0.069], [-3.474, 1.254, 0.264], [1.338, -2.553, -0.530], [2.288, -1.476, -0.253], [3.650, -1.320, -0.655], [5.793, 0.532, -1.681], [5.833, -1.221, -1.075], [6.262, -0.144, 0.034], [4.204, 1.843, 0.531], [0.716, 1.869, 0.869], [1.417, 1.590, 2.530], [2.235, 2.718, 1.410], [-1.518, -0.809, 1.284], [-3.943, -1.432, 1.584], [-3.812, -2.817, 0.866], [-4.943, -0.978, -0.442], [-3.584, -1.538, -1.309], [-1.688, -0.755, -2.040], [-0.257, 1.446, -2.092], [-0.928, 3.352, -0.878], [-2.881, 3.407, 0.645], [-4.233, 1.220, 0.861]],
  "lowdin_charge": [-0.03, -0.48, 0.04, -0.22, 0.03, 0.01, 0.16, -0.22, -0.43, -0.03, 0.06, -0.10, -0.13, -0.25, 0.08, -0.22, -0.24, 0.05, 0.00, 0.18, -0.18, 0.18, 0.19, 0.04, 0.05, 0.17, -0.03, 0.15, 0.06, 0.20, 0.02, 0.13, 0.13, 0.09, 0.17, 0.10, 0.16, 0.06, 0.05],
  "energy_ha": -968.5380,
  "lumo_ha": -0.0029,
  "smiles": "Cc1cc(C)n2nc(C(=O)NCCc3ccccc3)nc2n1",
  "gap_ha": 0.327,
  "mol_weight_g_mol": 295.35
}

=====

{
  "formula": "C16H17N5O4RuS",
  "method": "wB97M-V/def2-TZVPD",
  "symbols": ["Ru", "O", "C", "C", "C", "C", "C", "C", "C", "N", "C", "C", "N", "H", "H", "H", "H", "H", "H", "H", "S", "C", "N", "C", "C", "C", "N", "H", "H", "H", "H", "C", "C", "N", "O", "H", "H", "H", "H", "H", "O", "C", "O", "H"],
  "positions_angstrom": [[-0.170, 0.628, 0.077], [-0.580, -1.355, -0.016], [-1.535, -2.203, 0.326], [-1.299, -3.577, 0.158], [-2.252, -4.505, 0.496], [-3.482, -4.087, 1.015], [-3.727, -2.744, 1.183], [-2.771, -1.778, 0.848], [-3.056, -0.361, 1.038], [-2.268, 0.676, 0.774], [-2.954, 1.828, 1.126], [-4.172, 1.484, 1.597], [-4.220, 0.107, 1.536], [-0.337, -3.864, -0.248], [-2.051, -5.560, 0.363], [-4.239, -4.812, 1.283], [-4.690, -2.449, 1.585], [-2.512, 2.800, 1.006], [-4.993, 2.074, 1.965], [-5.000, -0.458, 1.821], [1.123, -0.016, 2.148], [1.655, 1.532, 2.651], [2.993, 1.731, 2.750], [3.556, 2.889, 3.134], [2.746, 3.931, 3.458], [1.372, 3.698, 3.342], [0.834, 2.553, 2.958], [3.577, 0.958, 2.452], [4.635, 2.922, 3.160], [3.148, 4.880, 3.778], [0.669, 4.493, 3.573], [-1.302, 0.646, -4.401], [-1.079, 1.221, -3.036], [-1.518, 2.458, -2.796], [-0.527, 0.515, -2.171], [-1.522, 1.406, -5.149], [-2.144, -0.046, -4.341], [-0.423, 0.077, -4.695], [-1.970, 2.985, -3.521], [-1.448, 2.849, -1.863], [-0.482, 2.987, -0.103], [0.771, 3.150, -0.239], [1.564, 2.181, -0.272], [1.165, 4.169, -0.324]],
  "lowdin_spin": [3.91, 0.30, 0.02, 0.03, 0.00, 0.03, 0.00, 0.03, 0.02, 0.13, 0.01, 0.01, 0.01, 0.00, 0.00, 0.00, 0.00, 0.00, 0.00, 0.00, 0.13, 0.03, 0.02, 0.00, 0.01, 0.00, 0.02, 0.00, 0.00, 0.00, 0.00, 0.00, 0.01, 0.00, 0.08, 0.00, 0.00, 0.00, 0.00, 0.00, 0.09, 0.02, 0.08, 0.00],
  "spin_multiplicity": 6,
  "energy_ha": -1687.5493,
  "lumo_ha": [-0.1253, -0.1541],
  "gap_ha": [0.259, 0.231],
  "s_squared": 8.764,
  "total_charge": 1,
  "mol_weight_g_mol": 476.48
}

=====

{
  "formula": "C16H17N5S",
  "method": "wB97M-V/def2-TZVPD",
  "symbols": ["C", "C", "C", "C", "C", "N", "C", "N", "C", "N", "C", "C", "S", "C", "C", "C", "C", "N", "N", "C", "C", "C", "H", "H", "H", "H", "H", "H", "H", "H", "H", "H", "H", "H", "H", "H", "H", "H", "H"],
  "positions_angstrom": [[-3.117, 1.621, 2.951], [-3.125, 1.502, 1.450], [-4.361, 1.436, 0.749], [-4.364, 1.335, -0.639], [-5.651, 1.315, -1.357], [-3.230, 1.248, -1.359], [-2.079, 1.370, -0.704], [-1.068, 1.331, -1.597], [0.093, 0.587, -1.406], [0.653, 0.369, -0.266], [1.772, -0.443, -0.391], [2.097, -0.779, -1.708], [0.923, -0.085, -2.799], [3.280, -1.552, -2.237], [4.567, -1.350, -1.451], [4.574, -2.165, -0.123], [3.554, -1.707, 0.893], [3.653, -1.919, 2.266], [2.645, -1.369, 3.021], [1.861, -0.807, 2.119], [2.406, -0.963, 0.787], [-1.969, 1.451, 0.696], [-2.503, 2.496, 3.228], [-2.675, 0.757, 3.381], [-4.140, 1.846, 3.347], [-5.351, 1.393, 1.216], [-6.120, 0.314, -1.314], [-6.371, 2.045, -0.988], [-5.444, 1.498, -2.399], [-1.445, 1.333, -2.535], [2.977, -2.605, -2.376], [3.462, -1.153, -3.237], [5.416, -1.635, -2.118], [4.662, -0.316, -1.184], [5.599, -2.051, 0.325], [4.415, -3.212, -0.380], [4.469, -2.334, 2.671], [0.906, -0.307, 2.318], [-0.971, 1.506, 1.150]],
  "lowdin_charge": [-0.05, -0.25, 0.00, -0.34, -0.05, 0.15, -0.33, 0.07, -0.59, 0.11, -0.26, -0.46, 1.07, -0.22, -0.18, -0.11, -0.17, 0.00, 0.04, -0.09, -0.13, 0.02, 0.09, 0.07, 0.09, 0.12, 0.09, 0.08, 0.07, 0.13, 0.13, 0.10, 0.12, 0.11, 0.13, 0.11, 0.14, 0.11, 0.11],
  "energy_ha": -1291.8846,
  "lumo_ha": 0.0257,
  "smiles": "Cc1cc(C)nc(Nc2nc3c(s2)CCCc2[nH]ncc2-3)c1",
  "gap_ha": 0.300,
  "mol_weight_g_mol": 311.41
}